(one)
Below is a cluster of 2 separate species, CH2O3S2 in total, with properties calculated with ωB97M-V/def2-TZVPD.

CARTESIAN COORDINATES (ANGSTROEM)
O 1.433 -0.382 -2.858
O -1.297 1.337 0.448
H -2.136 1.012 0.604
O 2.604 -1.277 -0.965
S 1.721 -0.293 -1.479
C -0.236 0.764 0.745
S -0.388 -0.629 1.811
H -1.700 -0.532 1.694

As for the total charge: 0. Its spin multiplicity is 1. The frontier orbital gap is 8.4 eV.

=====

(two)
Below is a structure of composition CH2O3S2, with properties calculated with ωB97M-V/def2-TZVPD.

CARTESIAN COORDINATES (ANGSTROEM)
H -1.271 -0.218 1.145
C -1.099 0.112 0.169
O 2.048 -0.243 -1.342
S 1.179 -0.099 -0.215
O 1.703 -0.349 1.095
H -2.035 -0.055 -0.235
O -0.195 -0.837 -0.452
S -0.330 1.690 -0.165

As for the total charge: 0. Its spin multiplicity is 1. The frontier orbital gap is 9.0 eV.

=====

It is (two) that is most stable; the runner-up trails by 0.0447 hartree.

=====

(one)
Below is an isolated molecule of C8H11N3, with properties calculated with ωB97M-V/def2-TZVPD.

CARTESIAN COORDINATES (ANGSTROEM)
C 3.291 0.982 0.212
C -2.753 1.249 -0.393
C -3.298 -1.076 0.365
H -3.643 -0.908 1.393
H 0.958 -1.975 -0.288
H -4.190 -0.959 -0.143
H 3.371 -2.255 -0.454
H 1.497 2.173 0.543
C 3.839 -0.289 0.050
H -3.779 1.346 -0.888
H -2.830 1.797 0.641
C 2.875 -1.271 -0.285
H -1.851 1.721 -1.050
N -1.073 -0.422 0.062
N -2.360 -0.117 -0.216
H 4.858 -0.611 0.079
C 1.963 1.208 0.150
C 1.020 0.179 -0.054
N -0.317 0.547 -0.008
H 3.923 1.948 0.159
H -3.013 -2.188 0.407
C 1.513 -1.080 -0.282

As for the total charge: 0. The SMILES is CN(C)/N=N/c1ccccc1. Its spin multiplicity is 1. The frontier orbital gap is 8.7 eV.

=====

(two)
Below is an isolated molecule of C8H11N3, with properties calculated with ωB97M-V/def2-TZVPD.

CARTESIAN COORDINATES (ANGSTROEM)
C 0.565 -0.897 -0.739
C -2.927 0.046 -1.039
C -1.599 0.298 -0.751
H 2.777 1.459 0.157
N -0.932 -0.821 -0.918
H 1.362 1.903 -0.812
H 2.344 0.417 -1.442
H 0.574 1.044 3.418
H 2.336 0.647 2.894
C 0.886 0.034 1.512
N -1.716 -1.859 -1.320
H 0.449 -2.485 -1.639
C 2.045 1.055 -0.542
N 1.146 -1.904 -1.258
H 0.391 -0.860 1.863
H 1.392 2.074 2.118
H -1.116 1.302 -0.521
C 1.166 0.096 0.245
C -2.948 -1.314 -1.373
C 1.370 1.034 2.637
H -3.770 -1.982 -1.426
H -3.798 0.713 -1.066

As for the total charge: 0. The SMILES is [H]/N=C(/C(C)=C/C)n1cccn1. Its spin multiplicity is 1. The frontier orbital gap is 10.2 eV.

=====

It is (two) that is most stable; the runner-up trails by 0.0256 hartree.

=====

(one)
Below is a cluster of 2 separate species, CH6N2 in total, with properties calculated with ωB97M-V/def2-TZVPD.

CARTESIAN COORDINATES (ANGSTROEM)
C -1.121 0.892 3.298
H -1.158 0.946 2.207
N -0.671 -0.096 3.938
H 0.341 -0.559 -4.586
H 1.459 -1.508 -4.011
H -1.327 1.784 3.881
H -0.338 -0.879 3.372
N 1.040 -0.582 -3.834
H 1.775 0.003 -4.264

As for the total charge: 0. The SMILES is C=N.N. Its spin multiplicity is 1. The frontier orbital gap is 11.1 eV.

=====

(two)
Below is a structure of composition CH6N2, with properties calculated with ωB97M-V/def2-TZVPD.

CARTESIAN COORDINATES (ANGSTROEM)
H -0.173 -0.685 -0.598
N -1.344 -0.933 -0.234
H 2.155 -0.340 0.051
H -1.858 0.930 -0.514
H 2.024 1.139 0.551
H -1.243 -1.612 0.530
H -0.025 0.731 0.292
C -0.987 0.387 -0.253
N 1.451 0.382 0.176

As for the total charge: 0. Its spin multiplicity is 1. The frontier orbital gap is 6.4 eV.

=====

It is (one) that is most stable; the runner-up trails by 0.2326 hartree.

=====

(one)
Below is a cluster of 2 separate species, C3H10NS in total, with properties calculated with ωB97M-V/def2-TZVPD.

CARTESIAN COORDINATES (ANGSTROEM)
S -2.408 0.162 -0.609
H -1.241 1.907 0.507
H -2.480 1.227 1.626
H 1.503 -2.315 -0.472
H -0.224 -0.532 -0.074
H 0.708 -0.802 1.289
C 2.797 -0.694 -0.960
N 0.733 -0.460 0.321
H 1.016 0.524 0.375
H 3.460 -1.272 -1.587
C 1.707 -1.253 -0.481
C -2.230 1.454 0.589
H -2.927 2.262 0.288
H -3.321 -0.592 0.054
H 2.908 0.382 -0.865

As for the total charge: +2. The expectation value of S² is 0.75. Its spin multiplicity is 2. The frontier orbital gap (alpha / beta) is 10.7 / 5.3 eV.

=====

(two)
Below is a structure of composition C3H10NS, with properties calculated with ωB97M-V/def2-TZVPD.

CARTESIAN COORDINATES (ANGSTROEM)
C -1.472 -0.831 0.511
H -1.231 0.749 1.938
H 1.372 1.156 -1.775
S -0.216 1.965 -0.033
H 2.234 -0.332 -0.069
C -0.663 0.242 1.158
C 0.849 0.350 -1.244
H -0.061 0.054 -1.777
H 0.328 -0.032 1.511
H 1.062 2.268 0.132
H 1.215 -1.516 -0.647
H -1.911 -1.377 1.360
H -2.291 -0.470 -0.087
N 1.719 -0.662 -0.886
H -0.937 -1.563 -0.092

As for the total charge: +2. The expectation value of S² is 0.79. Its spin multiplicity is 2. The frontier orbital gap (alpha / beta) is 10.5 / 6.9 eV.

=====

It is (one) that is most stable; the runner-up trails by 0.0997 hartree.

=====

(one)
Below is a structure of composition C22H30AgBrClN5O2, with properties calculated with ωB97M-V/def2-TZVPD.

CARTESIAN COORDINATES (ANGSTROEM)
H -1.975 3.759 2.450
C 4.911 -0.007 -2.190
C -1.602 2.648 0.653
C -2.197 3.421 -7.355
H -1.929 -1.331 1.985
C -2.036 -2.376 -0.658
H -1.296 2.044 -3.395
H -3.227 5.604 -1.216
C -2.801 4.444 -4.862
H 3.329 1.289 -5.003
C -1.717 2.626 -0.747
C -0.591 1.598 2.539
H 3.169 -0.818 1.176
N 1.498 0.078 -2.227
Br -3.320 6.256 1.676
O -1.001 1.543 1.179
H -1.459 1.640 3.201
O -1.264 1.543 -1.433
C -1.773 2.712 -6.249
Ag 0.608 -0.588 0.096
H -0.019 0.691 2.718
H 3.261 -1.268 -4.975
H -2.525 -3.475 1.124
H -0.541 -2.171 2.287
C -3.226 5.145 -5.991
H 3.961 2.170 -3.607
N -0.847 -1.855 -1.344
H 4.992 -1.291 -4.613
H 4.778 -0.879 -1.552
C -1.666 -2.930 0.709
H 5.910 -0.046 -2.625
C -2.290 3.693 -1.418
H 0.046 2.469 2.707
H 2.370 0.540 1.961
N -2.969 4.747 -3.522
H -1.095 -1.310 -2.161
Cl 1.871 -1.503 3.024
H -1.970 3.043 -8.343
C 3.884 0.013 -3.327
C 4.061 1.261 -4.197
C -2.068 3.727 1.376
C 2.537 0.062 -2.718
C -2.916 4.622 -7.229
C -2.666 4.782 0.686
H 3.862 -2.150 -3.562
H 5.059 1.241 -4.635
C 2.207 -0.449 1.533
C 3.996 -1.258 -4.171
H -0.249 -2.609 -1.664
H -3.779 6.067 -5.884
C -2.780 4.780 -0.682
H -2.728 -1.541 -0.531
H -1.222 1.787 -6.350
H -2.552 -3.142 -1.248
H 4.837 0.886 -1.572
C -2.384 3.765 -2.886
H -0.863 -3.664 0.595
N -1.178 -1.861 1.562
H -0.726 0.980 -0.848
N -1.845 2.823 -3.718
C -2.092 3.248 -5.006
H -3.232 5.142 -8.123

As for the total charge: 0. Its spin multiplicity is 1. The frontier orbital gap is 7.4 eV.

=====

(two)
Below is a structure of composition C22H30AgBrClN5O2, with properties calculated with ωB97M-V/def2-TZVPD.

CARTESIAN COORDINATES (ANGSTROEM)
C 2.323 1.058 1.390
H -6.862 3.042 -3.515
H 3.646 1.263 3.737
C 2.932 3.340 2.038
C -6.000 2.593 -3.040
H 2.631 1.268 -2.744
H 6.017 -1.137 -2.384
C -4.713 3.022 -3.404
C -1.528 -1.000 0.723
H -7.184 1.275 -1.813
C -6.191 1.607 -2.090
N -4.853 0.091 -0.554
H -2.588 2.797 -3.109
C 4.420 0.270 -2.500
C 0.622 2.420 2.471
Cl 1.081 -4.593 -0.877
H 0.852 -3.839 1.919
H -4.782 -1.887 1.196
O 0.398 -1.825 1.722
H 2.146 -2.667 2.232
C -3.506 -0.038 -0.365
H 2.792 4.107 2.801
N 2.975 0.316 -2.738
H 5.001 0.745 -3.298
H 3.996 3.109 1.970
H -5.570 -0.426 -0.081
C -5.044 1.069 -1.514
H 2.743 -0.095 -3.635
H 4.581 -1.746 -3.193
C -3.708 -1.875 1.312
H 2.011 0.658 4.051
C -3.118 -2.763 2.168
C -2.907 -0.982 0.582
C 2.120 2.098 2.423
H 0.268 2.788 1.508
C 4.923 -1.156 -2.338
H -1.229 0.312 -0.604
N -2.816 0.769 -1.129
C 0.950 -3.118 -2.019
H 1.519 -3.429 -2.894
H -4.609 3.794 -4.155
H 0.449 3.189 3.225
Ag 1.692 -1.321 -1.022
O -0.693 -0.219 0.023
H 0.860 -2.892 3.446
H 4.821 -1.388 -0.294
N 2.377 0.242 0.588
C -1.734 -2.793 2.336
C -3.758 1.483 -1.864
N 4.398 -1.780 -1.126
H 4.548 -2.780 -1.117
H 0.041 1.534 2.731
C -3.582 2.474 -2.828
Br -4.189 -3.985 3.143
C 1.090 -2.877 2.377
H -1.292 -3.509 3.011
C -0.945 -1.909 1.627
H 2.602 3.742 1.079
C 2.591 1.539 3.771
H -0.098 -3.116 -2.314
H 2.456 2.302 4.539
H 4.626 0.826 -1.580

As for the total charge: 0. Its spin multiplicity is 1. The frontier orbital gap is 6.7 eV.

=====

It is (one) that is most stable; the runner-up trails by 0.0060 hartree.